This record from OMol25 describes a 2-piece molecular cluster, C6H16N4 overall in a non-equilibrium geometry. The level of theory is ωB97M-V/def2-TZVPD.

Geometry as ORCA input:
```
! RIJCOSX wB97M-V def2-TZVPD def2/J DEFGRID3
* xyz 0 1
C -2.30 -1.13 0.61
C -1.11 0.82 1.44
N -1.26 -0.14 0.35
C -1.55 0.59 -0.99
N -0.51 0.34 -1.73
N -2.68 1.17 -0.96
H -0.57 0.73 -2.66
H -0.34 -0.57 0.08
H -2.91 1.65 -1.82
H -2.13 -1.63 1.57
H -3.26 -0.61 0.63
H -0.97 0.31 2.39
H -0.24 1.45 1.23
H -2.31 -1.87 -0.19
H -2.01 1.44 1.47
C 1.90 -1.64 -0.41
N 1.66 1.41 -0.16
C 2.70 0.65 0.32
C 2.82 -0.68 0.28
H 1.92 2.35 -0.44
H 1.04 0.97 -0.85
H 3.46 1.22 0.84
H 3.66 -1.13 0.79
H 2.48 -2.38 -0.97
H 1.29 -2.19 0.31
H 1.24 -1.13 -1.12
*
```

The calculation puts the molecular weight at 144.22 g mol⁻¹. The HOMO energy comes out at -7.8 eV. The LUMO energy is 0.82 eV.